Entry 1:
Below is C29H20F9N3PRuS2 as an isolated structure, with properties calculated with ωB97M-V with the def2-TZVPD basis set.

Its spin multiplicity is 5. The total energy is -3411.7600 Eh. The relative energy (zero: lowest compared OMol25 entry of this formula, charge and spin) is 0.0 kcal/mol. As for the net charge: +3. Its LUMO energy (spin up / spin down) is -10.047 / -11.501 eV. The calculation puts the HOMO-LUMO gap (spin up / spin down) at 7.57 / 6.13 eV.

```
65
C29H20F9N3PRuS2 (ωB97M-V with the def2-TZVPD basis set)
Ru 0.11 0.61 1.77
C -4.21 -3.58 0.65
S -2.46 -3.58 0.26
C -1.90 -2.16 1.01
S -0.01 -2.17 1.07
N -2.57 -1.27 1.61
N -2.02 -0.17 2.15
C -2.70 0.53 2.98
C -2.11 1.73 3.54
C -2.82 2.60 4.35
C -2.18 3.72 4.86
C -0.85 3.94 4.56
C -0.19 3.03 3.75
N -0.80 1.95 3.26
H -4.66 -4.34 0.01
H -4.66 -2.61 0.45
H -4.34 -3.86 1.70
H -3.70 0.22 3.28
H -3.87 2.41 4.55
H -2.72 4.42 5.50
H -0.32 4.80 4.95
H 0.86 3.16 3.51
F 4.06 -4.05 -5.37
C 2.88 -4.52 -4.98
F 2.04 -4.48 -6.02
F 3.02 -5.79 -4.59
C 2.33 -3.65 -3.85
C 2.17 -4.19 -2.58
C 1.65 -3.39 -1.57
C 1.29 -2.07 -1.86
C 1.47 -1.54 -3.14
C 1.99 -2.33 -4.13
P 0.68 -1.02 -0.55
C -0.64 0.09 -1.11
C -1.58 -0.42 -2.00
C -2.67 0.36 -2.37
C -2.82 1.63 -1.83
C -1.89 2.15 -0.94
C -0.79 1.39 -0.57
C -3.99 2.51 -2.24
F -4.93 1.81 -2.87
F -3.56 3.48 -3.05
F -4.53 3.08 -1.15
C 1.99 0.01 0.21
C 2.39 -0.11 1.57
C 3.42 0.72 2.04
C 4.01 1.64 1.19
C 3.62 1.75 -0.14
C 2.62 0.94 -0.63
C 5.06 2.60 1.74
F 5.88 3.01 0.79
F 5.75 2.03 2.72
F 4.41 3.66 2.25
H 2.45 -5.21 -2.38
H 1.53 -3.80 -0.58
H 1.18 -0.52 -3.37
H 2.14 -1.94 -5.13
H -1.45 -1.40 -2.42
H -3.39 -0.02 -3.08
H -2.02 3.15 -0.55
H 0.01 1.90 -0.02
H 2.11 -0.95 2.19
H 3.77 0.62 3.06
H 4.12 2.46 -0.79
H 2.33 1.01 -1.68
```

---

Entry 2:
Below is C29H20FN2O4V as an isolated structure, with properties calculated with ωB97M-V with the def2-TZVPD basis set.

Its spin multiplicity is 1. The total energy is -2570.6408 Eh. The relative energy (zero: lowest compared OMol25 entry of this formula, charge and spin) is 8.2 kcal/mol. As for the net charge: +2. Its LUMO energy (spin up / spin down) is -8.863 / -9.056 eV. The calculation puts the HOMO-LUMO gap (spin up / spin down) at 5.77 / 5.55 eV.

```
57
C29H20FN2O4V (ωB97M-V with the def2-TZVPD basis set)
V -13.46 -6.16 -13.06
C -17.44 -7.44 -12.41
C -17.61 -7.81 -13.76
C -16.51 -8.01 -14.61
C -15.25 -7.67 -14.13
C -15.13 -7.16 -12.83
C -16.15 -7.22 -11.94
C -14.06 -7.88 -14.99
C -13.88 -9.00 -15.83
C -12.65 -9.15 -16.49
C -11.81 -8.02 -16.61
C -10.67 -8.01 -17.48
C -9.98 -6.81 -17.62
C -10.42 -5.60 -17.01
C -11.32 -5.72 -15.97
C -12.04 -6.91 -15.77
N -13.13 -6.85 -14.95
H -18.31 -7.31 -11.75
H -18.58 -7.90 -14.23
H -16.67 -8.44 -15.59
H -15.96 -7.03 -10.86
H -14.68 -9.74 -15.95
H -12.29 -10.05 -16.87
H -10.48 -8.89 -18.10
H -9.05 -6.95 -18.21
H -10.06 -4.64 -17.38
H -11.64 -4.85 -15.41
F -13.61 -1.49 -8.44
C -13.89 -2.04 -9.68
C -14.93 -2.98 -9.73
C -15.21 -3.59 -10.97
C -14.22 -3.46 -12.04
C -14.28 -4.36 -13.26
C -13.28 -2.46 -11.95
C -13.04 -1.80 -10.74
H -15.40 -3.24 -8.78
H -16.04 -4.27 -11.16
H -13.80 -3.81 -14.13
H -15.35 -4.50 -13.45
H -12.65 -2.24 -12.83
H -12.11 -1.21 -10.59
O -12.80 -6.54 -11.24
C -11.58 -6.20 -11.58
O -11.42 -5.61 -12.66
C -10.38 -6.63 -10.82
C -10.38 -8.06 -10.66
C -9.24 -8.57 -10.07
C -8.18 -7.76 -9.63
C -8.18 -6.40 -9.97
C -9.22 -5.84 -10.64
N -7.03 -5.55 -9.77
O -7.07 -4.40 -10.16
O -6.16 -6.16 -9.16
H -11.25 -8.62 -10.94
H -9.19 -9.66 -10.01
H -7.40 -8.41 -9.17
H -9.26 -4.75 -10.94
```

---

Entry 3:
Below is a 2-piece molecular cluster, C29H21BF6 overall, with properties calculated with ωB97M-V with the def2-TZVPD basis set.

Its spin multiplicity is 1. The total energy is -1741.6556 Eh. Its LUMO energy is -2.410 eV. The calculation puts the HOMO-LUMO gap at 5.49 eV.

```
57
C29H21BF6 (ωB97M-V with the def2-TZVPD basis set)
F -1.52 -1.84 -2.63
C -0.24 -1.45 -2.93
C 0.15 -1.61 -4.25
C 1.43 -1.20 -4.64
C 2.28 -0.59 -3.71
C 1.84 -0.48 -2.39
F 2.73 0.02 -1.48
C 0.60 -0.94 -1.93
B 0.29 -0.93 -0.36
C -1.11 -1.61 0.05
C -2.29 -0.89 0.15
F -2.35 0.33 -0.50
C -3.46 -1.38 0.70
C -3.51 -2.73 1.06
C -2.41 -3.56 0.81
C -1.25 -2.98 0.31
F -0.23 -3.83 -0.06
C 1.44 -1.61 0.53
C 1.44 -1.45 1.92
F 0.32 -0.89 2.53
C 2.42 -1.96 2.77
C 3.39 -2.81 2.24
C 3.36 -3.11 0.87
C 2.39 -2.52 0.07
F 2.32 -3.00 -1.21
H 0.27 0.29 -0.01
H -0.55 -2.05 -4.95
H 1.77 -1.35 -5.67
H 3.26 -0.22 -3.97
H -4.31 -0.72 0.84
H -4.40 -3.16 1.51
H -2.42 -4.63 1.00
H 2.38 -1.71 3.83
H 4.14 -3.26 2.87
H 4.05 -3.82 0.41
C 0.97 2.12 1.73
C 2.46 2.41 1.32
C 2.36 2.76 -0.14
C 1.04 2.80 -0.56
C 0.17 2.45 0.50
C -1.22 2.80 0.56
C -1.83 3.57 -0.48
C -3.14 4.02 -0.35
C -3.89 3.70 0.79
C -3.31 2.93 1.81
C -2.00 2.48 1.70
H 0.87 1.06 1.98
H 0.64 2.70 2.60
H 2.87 3.23 1.93
H 3.08 1.52 1.52
H 3.23 3.01 -0.73
H 0.70 3.09 -1.55
H -1.24 3.82 -1.36
H -3.57 4.60 -1.15
H -4.92 4.02 0.87
H -3.89 2.66 2.70
H -1.55 1.87 2.49
```

---

Entry 4:
Below is C29H21Br2LiN4O2 as an isolated structure, with properties calculated with ωB97M-V with the def2-TZVPD basis set.

Its spin multiplicity is 1. The total energy is -6642.8040 Eh. The relative energy (zero: lowest compared OMol25 entry of this formula, charge and spin) is 0.0 kcal/mol. Its LUMO energy is -0.797 eV. The calculation puts the HOMO-LUMO gap at 5.80 eV.

```
59
C29H21Br2LiN4O2 (ωB97M-V with the def2-TZVPD basis set)
Li 0.76 0.07 -0.50
O -4.90 0.34 4.63
C -3.68 0.01 5.12
O -3.56 -0.21 6.29
C -2.52 0.00 4.16
C -1.27 -0.29 4.69
C -0.16 -0.32 3.88
C -0.27 -0.05 2.52
C -1.52 0.22 1.98
C -2.64 0.26 2.80
N 0.83 -0.09 1.62
C 1.99 0.17 2.03
C 3.14 0.09 1.09
C 4.44 0.19 1.56
C 5.48 0.07 0.66
C 5.19 -0.14 -0.67
C 3.85 -0.22 -1.05
N 2.85 -0.11 -0.20
H -4.84 0.54 3.69
H -1.20 -0.51 5.75
H 0.80 -0.59 4.31
H -1.59 0.46 0.92
H -3.58 0.50 2.33
H 2.22 0.48 3.06
H 4.62 0.36 2.62
H 6.51 0.15 1.00
H 5.97 -0.24 -1.41
H 3.58 -0.38 -2.09
Br 0.20 -0.77 -7.17
C 0.42 -0.55 -5.31
C 1.06 0.56 -4.82
C 1.20 0.66 -3.44
N 0.75 -0.26 -2.60
C 0.10 -1.31 -3.09
C -0.09 -1.51 -4.45
C -0.44 -2.26 -2.05
C -1.26 -3.33 -2.39
C -1.73 -4.14 -1.38
Br -2.84 -5.60 -1.79
C -1.40 -3.87 -0.07
C -0.58 -2.78 0.17
N -0.12 -1.98 -0.79
H 1.44 1.34 -5.47
H 1.66 1.53 -2.98
H -0.61 -2.37 -4.84
H -1.53 -3.53 -3.42
H -1.76 -4.49 0.75
H -0.30 -2.52 1.18
C -2.05 4.25 -0.62
C -2.11 3.32 -1.65
C -1.25 2.21 -1.64
C -0.30 1.95 -0.63
C -0.29 2.94 0.38
C -1.12 4.06 0.40
H -2.71 5.11 -0.62
H -2.83 3.45 -2.45
H -1.35 1.52 -2.47
H 0.40 2.84 1.22
H -1.06 4.78 1.21
```